Entry 1:
The following is a DFT calculation (the ωB97M-V functional and the def2-TZVPD basis) of a structure of composition C43H65CrNP2Se2.

The value obtained for the largest force on an atom is 0.85 eV Å⁻¹. For the HOMO energy (alpha / beta), the calculation gives -10.0 / -10.0 eV. The HOMO-LUMO gap (alpha / beta) comes out at 0.2350 / 0.2537 hartree. Its spin multiplicity is 2. The net charge is +1.

Cartesian coordinates (Å):
Cr  0.122  -0.254  0.572
C  -1.275  -1.910  1.029
C  -0.067  -2.650  1.219
C  0.626  -2.018  2.308
C  -0.172  -0.898  2.697
C  -1.407  -0.909  2.028
C  -2.716  -0.425  2.633
C  -3.781  -0.040  1.612
C  -3.227  -1.652  3.419
C  -2.471  0.715  3.623
C  1.668  -2.499  3.346
C  0.803  -2.997  4.528
C  2.558  -1.374  3.886
C  2.577  -3.657  2.955
C  0.022  -4.035  0.544
C  -0.785  -4.012  -0.762
C  1.412  -4.632  0.236
C  -0.701  -5.002  1.502
H  -2.071  -2.193  0.362
H  0.033  -0.273  3.550
H  -3.895  -0.796  0.833
H  -3.561  0.915  1.142
H  -4.738  0.056  2.128
H  -3.491  -2.470  2.745
H  -4.121  -1.378  3.982
H  -2.477  -2.014  4.126
H  -1.918  1.533  3.160
H  -1.929  0.364  4.504
H  -3.425  1.116  3.965
H  0.224  -2.189  4.974
H  1.453  -3.416  5.298
H  0.108  -3.775  4.210
H  1.982  -0.569  4.341
H  3.189  -1.784  4.676
H  3.221  -0.961  3.125
H  2.013  -4.577  2.831
H  3.150  -3.468  2.054
H  3.282  -3.826  3.770
H  -0.631  -4.946  -1.300
H  -0.475  -3.196  -1.405
H  -1.856  -3.919  -0.587
H  2.187  -3.888  0.091
H  1.353  -5.230  -0.673
H  1.751  -5.298  1.021
H  -1.713  -4.658  1.721
H  -0.163  -5.108  2.445
H  -0.766  -5.990  1.042
Se  -2.247  3.485  1.314
P  -2.396  2.664  -0.625
Se  -1.567  0.610  -1.007
C  -1.522  3.695  -1.855
C  -1.080  4.967  -1.504
C  -0.434  5.763  -2.443
C  -0.229  5.296  -3.732
C  -0.673  4.029  -4.088
C  -1.315  3.232  -3.154
C  -4.111  2.551  -1.224
C  -5.092  3.305  -0.590
C  -6.399  3.282  -1.060
C  -6.728  2.508  -2.161
C  -5.751  1.753  -2.797
C  -4.447  1.771  -2.331
H  -1.239  5.324  -0.494
H  -0.099  6.753  -2.165
H  0.271  5.919  -4.461
H  -0.524  3.663  -5.096
H  -1.657  2.246  -3.437
H  -4.831  3.897  0.278
H  -7.159  3.868  -0.561
H  -7.747  2.489  -2.525
H  -6.008  1.143  -3.652
H  -3.698  1.162  -2.820
C  2.199  3.983  1.861
C  2.373  2.828  2.615
C  1.742  1.673  2.214
N  0.965  1.602  1.116
C  0.791  2.725  0.410
C  1.395  3.925  0.741
H  2.675  4.909  2.154
H  2.986  2.818  3.505
H  1.871  0.761  2.765
H  0.153  2.647  -0.454
H  1.199  4.795  0.129
C  0.795  -1.966  -3.474
C  1.368  -0.560  -3.313
C  0.407  0.398  -4.021
P  1.820  -0.228  -1.537
C  2.974  -1.618  -1.162
C  3.614  -1.383  0.205
C  4.018  -2.086  -2.183
C  2.877  1.306  -1.582
C  4.241  1.122  -2.253
C  2.193  2.517  -2.237
H  0.637  -2.171  -4.534
H  -0.181  -2.017  -2.993
H  1.429  -2.756  -3.076
H  2.336  -0.511  -3.823
H  -0.602  0.283  -3.627
H  0.388  0.131  -5.080
H  0.677  1.443  -3.951
H  2.254  -2.427  -1.044
H  4.288  -0.528  0.199
H  2.858  -1.213  0.977
H  4.201  -2.253  0.506
H  4.957  -1.547  -2.079
H  3.697  -2.000  -3.219
H  4.234  -3.142  -2.002
H  3.040  1.537  -0.525
H  4.144  0.730  -3.266
H  4.913  0.473  -1.700
H  4.722  2.099  -2.332
H  2.364  2.500  -3.313
H  2.644  3.434  -1.854
H  1.117  2.577  -2.082

Atomic forces in eV per Å
Cr 0.227 -0.654 0.493
C -0.079 0.122 0.053
C 0.071 0.068 -0.170
C 0.118 0.107 -0.027
C -0.048 0.018 0.016
C -0.215 0.055 -0.109
C 0.085 0.036 0.012
C -0.018 0.049 -0.014
C -0.016 0.046 -0.008
C 0.026 0.011 -0.004
C -0.127 -0.034 -0.046
C -0.005 -0.018 0.013
C -0.014 0.035 -0.046
C 0.007 -0.022 -0.031
C 0.013 0.017 0.112
C -0.058 -0.101 -0.011
C -0.032 0.074 -0.052
C 0.004 -0.019 0.040
H 0.048 0.080 -0.057
H 0.046 0.054 -0.011
H 0.001 0.002 -0.012
H -0.029 -0.071 0.063
H -0.019 0.001 -0.012
H 0.004 -0.006 -0.009
H -0.005 0.007 0.000
H 0.009 0.005 -0.005
H -0.025 -0.070 0.037
H 0.009 -0.013 0.016
H -0.004 -0.003 0.006
H 0.000 0.015 0.002
H -0.001 0.000 0.002
H 0.001 0.008 0.001
H -0.020 0.052 -0.003
H -0.002 0.002 -0.007
H 0.016 0.011 -0.038
H -0.013 -0.024 -0.027
H 0.035 0.019 -0.058
H -0.001 -0.011 -0.016
H -0.025 -0.005 0.007
H 0.056 0.091 -0.098
H 0.007 -0.011 -0.009
H 0.059 0.096 0.004
H 0.020 0.025 -0.006
H 0.006 -0.034 0.037
H -0.010 -0.001 0.001
H -0.005 -0.004 -0.006
H 0.000 -0.001 -0.004
Se -0.058 0.088 -0.069
P -0.072 -0.047 0.055
Se 0.093 -0.084 0.038
C -0.052 0.104 -0.086
C 0.042 0.000 -0.083
C 0.000 -0.023 0.022
C 0.016 -0.020 -0.006
C -0.030 0.025 0.043
C -0.119 0.061 -0.016
C -0.009 0.036 -0.028
C -0.020 -0.017 -0.008
C 0.047 -0.010 0.014
C 0.009 0.001 -0.008
C 0.022 0.000 0.022
C -0.001 0.002 0.021
H -0.055 0.007 0.001
H 0.010 0.020 0.003
H 0.002 0.009 -0.008
H 0.001 -0.005 -0.017
H -0.006 0.027 0.007
H -0.002 0.015 -0.001
H -0.001 0.005 0.011
H -0.008 0.000 -0.005
H 0.004 -0.006 -0.010
H 0.008 -0.012 -0.009
C -0.001 0.006 0.020
C 0.005 -0.008 -0.001
C 0.092 0.044 -0.144
N -0.240 0.072 0.031
C -0.052 -0.032 0.170
C -0.001 -0.002 -0.005
H 0.007 0.006 -0.002
H 0.004 0.013 0.003
H -0.002 -0.093 0.084
H 0.148 -0.004 0.160
H 0.035 -0.018 0.005
C 0.024 -0.057 -0.025
C 0.068 -0.014 -0.013
C 0.001 -0.060 0.035
P -0.198 0.031 -0.076
C 0.096 0.015 -0.004
C 0.011 -0.023 0.007
C 0.020 -0.020 0.032
C -0.042 0.053 -0.031
C 0.009 0.047 0.018
C -0.008 -0.044 -0.089
H 0.027 -0.005 0.004
H -0.054 -0.021 0.018
H 0.015 -0.032 0.040
H -0.026 0.001 -0.027
H 0.038 -0.011 -0.011
H 0.000 -0.010 -0.005
H 0.058 0.079 0.035
H -0.056 -0.073 -0.012
H 0.043 0.065 -0.026
H -0.030 0.000 0.015
H 0.001 -0.018 -0.008
H -0.019 -0.004 -0.018
H -0.055 0.002 -0.016
H 0.015 0.015 0.011
H 0.040 -0.015 0.006
H -0.004 0.000 -0.007
H -0.002 -0.019 0.058
H 0.010 -0.004 0.001
H 0.005 -0.002 -0.032
H 0.000 0.000 -0.013
H 0.099 -0.033 -0.087

Entry 2:
The following is a DFT calculation (the ωB97M-V functional and the def2-TZVPD basis) of a structure of composition C3H7NO.

The value obtained for the largest force on an atom is 1.56 eV Å⁻¹. For the HOMO energy, the calculation gives -8.9 eV. The HOMO-LUMO gap comes out at 0.3659 hartree.

Cartesian coordinates (Å):
O  1.538  0.493  0.851
C  1.193  -0.595  0.038
C  -0.169  -0.318  -0.630
C  -1.277  0.165  0.290
N  -0.513  1.018  -0.894
H  1.216  1.269  0.357
H  1.083  -1.479  0.675
H  1.986  -0.817  -0.703
H  -0.492  -1.110  -1.324
H  -0.915  0.320  1.301
H  -2.258  -0.269  0.108
H  -1.393  1.324  -0.068

Atomic forces in eV per Å
O 0.125 0.218 -0.037
C -0.273 -0.204 0.008
C -0.431 0.085 0.366
C 0.257 -1.398 0.641
N 0.178 0.411 -0.700
H 0.024 -0.014 0.147
H 0.122 0.053 -0.051
H -0.445 0.164 0.064
H 0.063 0.346 0.019
H -0.194 -0.098 0.107
H 0.138 0.145 0.031
H 0.433 0.293 -0.597